No. 1
This record from OMol25 describes a cluster of 18 separate species, C36H113N25O18 in total in a non-equilibrium geometry. The level of theory is ωB97M-V with the def2-TZVPD basis set.

Geometry as XYZ:
```
192
Properties=species:S:1:pos:R:3:forces:R:3:lowdin_charge:R:1
C -30.1911 1.4527 -6.2580 -1.68 1.20 -0.10 -0.0758
C -29.3831 1.5339 -5.0357 1.63 -0.80 1.01 -0.3059
O -29.6040 0.3694 -4.2130 0.13 -0.06 -1.21 -0.1166
H -31.2101 1.5754 -5.8911 -0.46 -0.18 -0.54 0.0769
H -30.1452 0.5855 -6.9167 0.48 -0.06 0.34 0.0795
H -29.9504 2.3549 -6.8202 -0.12 -0.08 -0.38 0.0827
H -29.5554 2.4066 -4.4057 -0.59 0.29 -0.26 0.1062
H -28.3470 1.6551 -5.3516 0.52 -0.50 0.23 0.0861
H -29.0626 0.4545 -3.4248 -0.09 0.48 1.03 0.0153
C -27.2724 -4.9907 0.2869 0.48 -0.70 1.19 -0.0741
C -28.2620 -4.9574 1.4877 0.92 -2.04 -2.20 -0.3175
O -29.1214 -3.9118 1.3418 -1.10 0.82 0.15 -0.0905
H -26.7733 -5.9596 0.3029 0.64 0.00 0.43 0.0678
H -26.5570 -4.1799 0.4242 0.14 -0.01 -0.56 0.0481
H -27.7235 -5.0703 -0.7022 -0.56 0.86 0.16 0.0742
H -27.7746 -4.9663 2.4626 0.31 -0.12 -0.02 0.1134
H -28.8010 -5.8895 1.3183 -0.46 -0.04 0.71 0.1129
H -28.6243 -3.1297 1.5925 -0.38 0.97 0.01 0.0553
C -23.1925 -3.4878 3.4695 1.49 0.84 1.03 -0.1007
C -23.7535 -4.5579 2.6334 -1.25 1.27 -0.78 -0.3385
O -24.7555 -5.1853 3.4251 0.34 -0.84 -0.54 -0.0714
H -22.6184 -3.8855 4.3064 0.17 0.02 0.04 0.0836
H -23.9417 -2.8293 3.9089 -0.34 -0.19 -0.18 0.0630
H -22.5598 -2.8156 2.8899 0.21 -0.08 -0.04 0.0676
H -23.0595 -5.2029 2.0946 0.26 -0.44 0.72 0.1206
H -24.2186 -3.9907 1.8272 -0.56 -0.23 -0.51 0.0854
H -24.8937 -6.0365 3.0033 -0.42 -0.23 0.23 0.0786
C -24.2241 5.1940 -2.8701 1.58 1.12 -0.73 -0.7899
O -25.3343 4.9329 -2.5746 -4.20 -0.91 1.08 0.0592
N -23.8682 6.0437 -3.8039 0.11 2.04 -2.92 0.1754
N -23.1761 4.7411 -2.2601 2.87 -2.19 2.84 0.1875
H -24.5875 6.5535 -4.2968 0.51 -0.03 -0.07 0.1216
H -22.8803 6.1075 -4.0046 -0.59 0.57 -0.45 0.1131
H -23.3700 4.2014 -1.4287 0.38 -0.56 -0.10 0.0809
H -22.2248 4.8918 -2.5641 -0.40 -0.04 0.23 0.1189
C -22.2768 1.7557 -0.6197 -2.79 -1.15 -0.38 -0.8163
O -23.3619 2.3105 -0.5603 -0.98 0.76 0.07 0.0184
N -22.0894 0.4910 -0.8972 0.11 -2.84 -0.50 0.1984
N -21.1601 2.3280 -0.3370 3.08 3.28 1.07 0.1823
H -22.8498 -0.1412 -1.1028 0.10 -0.22 -0.28 0.0870
H -21.1288 0.1894 -0.8186 -0.62 -0.79 -0.37 0.1197
H -20.2855 1.8479 -0.4936 0.00 0.90 0.10 0.1246
H -21.3080 3.3205 -0.2223 1.13 -0.01 0.18 0.1257
C -30.1255 -1.6571 3.2315 1.50 -0.13 -0.13 -0.8007
O -29.1377 -1.5069 2.5483 2.82 0.71 -2.25 -0.0198
N -30.8736 -2.6699 3.1593 -3.74 -5.36 -1.49 0.2172
N -30.3778 -0.9357 4.2398 -0.75 4.71 4.54 0.2176
H -30.5466 -3.4171 2.5636 -0.37 -0.10 -0.33 0.1030
H -31.7402 -2.7605 3.6701 0.35 -0.06 -0.22 0.1316
H -29.7256 -0.1979 4.4642 -0.31 0.15 0.09 0.1262
H -31.1259 -1.1582 4.8809 0.38 0.29 -0.13 0.1305
C -28.1944 5.1589 -0.7262 -1.71 -1.05 -3.72 -0.7844
O -29.2620 5.4851 -0.3128 -2.85 1.25 2.41 0.0392
N -27.0758 5.2227 -0.1029 4.11 0.62 3.03 0.1861
N -28.0873 4.6436 -1.9636 0.52 -0.61 -0.96 0.1929
H -27.0727 5.7361 0.7669 0.25 -0.09 -0.27 0.1220
H -26.2243 5.0658 -0.6230 0.06 0.12 0.29 0.0829
H -27.1485 4.5454 -2.3229 -0.57 -0.16 -0.56 0.0383
H -28.9325 4.5011 -2.4978 0.11 0.20 -0.15 0.0807
C -29.2250 -3.1005 -5.1109 -1.50 -1.61 -1.78 -0.7306
O -29.1561 -4.3112 -5.3850 0.44 1.01 0.69 -0.0147
N -29.9074 -2.2347 -5.8756 -1.12 0.68 -2.04 0.1646
N -28.7707 -2.4834 -4.0415 1.51 -0.70 1.90 0.1700
H -30.4164 -2.5834 -6.6752 0.34 0.01 0.21 0.1114
H -29.9365 -1.2416 -5.6941 -0.01 -0.24 0.21 0.0605
H -28.9056 -1.4844 -3.9792 0.14 -0.16 0.57 0.0578
H -28.3429 -3.1262 -3.3904 0.15 0.87 0.35 0.1074
C -23.0090 0.5173 3.2794 1.06 -1.48 3.84 -0.7783
O -23.1770 0.1439 4.4322 -0.18 -0.69 0.41 0.0211
N -23.7094 1.4453 2.7228 -2.23 2.49 -1.70 0.1904
N -22.0126 0.1207 2.5131 2.25 -1.12 -2.24 0.1737
H -23.2239 1.8740 1.9478 -1.17 0.83 0.06 0.0914
H -24.4030 1.8665 3.3242 0.08 0.31 -0.48 0.1301
H -21.2386 -0.4556 2.8113 -0.52 0.17 0.11 0.1194
H -22.0372 0.4945 1.5751 0.60 -0.60 0.05 0.0623
C -29.2312 2.2115 1.8034 -0.05 -1.21 -0.83 -0.7860
O -30.1913 1.9543 1.1218 -1.88 -0.77 -0.90 0.0481
N -28.7851 3.3698 2.1016 0.69 6.60 0.74 0.1914
N -28.3964 1.3372 2.2717 1.79 -4.25 1.08 0.1898
H -29.2100 4.1831 1.6794 0.01 0.09 -0.07 0.1023
H -27.8568 3.4866 2.4819 -0.45 0.06 -0.17 0.1135
H -28.6944 0.3746 2.2033 0.47 -0.29 0.25 0.0689
H -27.6635 1.6045 2.9132 -0.29 -0.61 0.09 0.0909
C -24.4139 -2.6948 -2.4078 -0.63 0.77 0.72 -0.7539
O -23.7159 -1.7085 -2.4746 0.85 1.79 0.33 0.0233
N -24.0303 -3.8818 -2.7886 1.92 -3.03 -1.51 0.1641
N -25.6438 -2.8004 -1.8917 -0.39 0.82 -0.39 0.2010
H -24.7731 -4.5307 -3.0061 0.89 -0.38 -0.30 0.1144
H -23.0701 -3.9970 -3.0798 -0.46 -0.25 -0.38 0.1271
H -25.9359 -1.9983 -1.3518 -0.95 -0.56 0.59 0.0720
H -25.8720 -3.7827 -1.8353 -1.15 0.86 1.13 0.0865
C -26.4795 -0.7646 4.9899 -0.74 1.28 0.79 -0.8661
O -26.7514 0.3877 4.8519 -1.17 4.02 -1.73 0.0478
N -25.6249 -1.1484 5.8386 5.31 -0.93 4.71 0.1745
N -27.0974 -1.7882 4.5585 -3.57 -4.36 -3.51 0.1972
H -25.3733 -2.1259 5.8764 0.52 0.64 0.48 0.1136
H -25.1379 -0.4192 6.3399 0.41 -0.55 -0.13 0.1287
H -26.7931 -2.6959 4.8803 -0.53 0.14 -0.53 0.1212
H -27.8021 -1.6940 3.8412 -0.05 -0.20 -0.20 0.0659
C -26.2228 3.2732 -6.8953 1.03 -4.04 -0.63 -0.7621
O -26.2808 2.2181 -7.5378 -0.48 0.63 0.11 0.0215
N -26.5540 4.4415 -7.3026 -1.99 3.79 -3.11 0.1764
N -25.7130 3.3719 -5.6900 0.98 -0.53 2.86 0.1918
H -26.7856 4.4889 -8.2846 -0.16 0.65 0.28 0.1320
H -26.3864 5.2389 -6.7058 -0.40 0.04 -0.84 0.1131
H -25.4739 4.3328 -5.4911 0.66 -0.80 1.05 0.0865
H -25.1439 2.5842 -5.4147 0.37 0.36 0.34 0.0855
C -24.7627 -4.7218 -7.2310 -0.57 -0.07 0.05 -0.0696
C -24.8166 -3.2057 -7.3879 -0.11 0.47 0.54 -0.4093
C -25.2691 -2.4598 -6.0985 0.67 -0.66 -1.14 -0.1653
O -25.4806 -1.0746 -6.3851 -0.63 -0.67 2.26 -0.1963
C -26.0447 -0.4260 -5.2206 -0.78 -0.07 -0.48 -0.0602
N -23.5266 -2.7176 -7.9423 -0.77 -0.95 1.38 0.0554
H -24.3737 -5.1258 -6.2963 0.40 0.35 0.10 0.0651
H -24.1822 -5.1240 -8.0612 0.01 -0.14 0.08 0.0713
H -25.7786 -5.1105 -7.3012 -0.07 -0.13 -0.09 0.0762
H -25.6125 -3.0325 -8.1122 -0.21 0.25 -0.15 0.1329
H -24.4963 -2.5994 -5.3427 0.26 0.25 0.26 0.1122
H -26.1788 -2.9203 -5.7131 -0.29 -0.03 -0.09 0.1198
H -25.6172 -0.6336 -4.2397 1.30 0.00 -0.25 0.0706
H -27.0499 -0.7894 -5.0069 -0.43 -0.06 -0.70 0.0663
H -26.1167 0.6418 -5.4273 0.23 -0.18 -0.05 0.0624
H -23.4995 -1.7132 -7.8392 0.04 -0.20 -0.95 0.0129
H -23.5874 -3.0345 -8.8994 0.57 0.71 -0.30 0.0715
C -22.6687 2.1902 -8.4552 0.93 0.58 0.66 -0.0550
C -22.7444 0.8294 -7.8614 -1.20 -0.62 -1.40 -0.4715
C -22.4052 0.7584 -6.4081 0.59 -1.89 1.33 -0.1887
O -23.0373 1.6112 -5.4763 -0.40 1.26 -0.69 -0.1935
C -22.7003 1.4137 -4.1221 -0.03 0.51 -0.10 -0.1073
N -24.0364 0.2485 -8.1435 -0.49 0.92 0.23 0.0494
H -23.1655 2.8745 -7.7673 0.06 0.37 -0.16 0.0722
H -23.0705 2.3082 -9.4615 0.11 -0.32 0.11 0.0904
H -21.5857 2.3083 -8.4194 0.09 1.22 -0.42 0.0818
H -22.0767 0.2090 -8.4591 0.87 -0.20 0.65 0.1354
H -21.3219 0.7123 -6.2970 0.36 0.51 0.35 0.1284
H -22.7749 -0.2119 -6.0767 0.43 -0.73 -0.18 0.1190
H -21.6712 1.7172 -3.9298 0.39 -0.13 -0.03 0.0845
H -22.8619 0.4085 -3.7328 -0.10 -0.27 -0.29 0.0722
H -23.3231 2.1118 -3.5627 -0.12 -0.09 0.12 0.0656
H -24.6544 1.0338 -7.9971 -0.95 0.04 -0.45 0.0341
H -24.3027 -0.3044 -7.3413 -0.24 -0.17 -0.19 0.0066
C -34.6694 -2.3208 0.6796 1.18 -0.40 -0.26 -0.0738
C -34.3907 -1.8977 -0.8073 1.00 -1.54 0.61 -0.3515
C -32.8772 -2.1484 -1.3534 0.38 0.96 2.63 -0.1536
O -32.0380 -1.2802 -0.5571 0.37 -0.49 -0.03 -0.2413
C -30.5979 -1.5283 -0.6100 -2.08 0.04 -0.16 -0.0642
N -35.3318 -2.7533 -1.5906 0.82 1.48 -0.25 0.0163
H -35.6983 -2.1437 0.9927 0.07 0.49 -0.30 0.0685
H -33.9602 -1.9532 1.4211 -0.05 0.67 -0.16 0.0545
H -34.5589 -3.3974 0.8094 0.02 -0.34 -0.50 0.0619
H -34.5984 -0.8311 -0.8930 -0.14 -0.09 -0.31 0.1253
H -32.6111 -2.0072 -2.4009 -0.91 0.43 -0.44 0.1147
H -32.5066 -3.1497 -1.1339 -0.57 -0.64 0.14 0.1062
H -30.3562 -2.5811 -0.4640 -0.12 -0.18 0.12 0.0731
H -30.2280 -0.9500 0.2367 0.35 0.08 -0.35 0.0727
H -30.2538 -1.2247 -1.5986 0.36 0.23 0.10 0.0671
H -35.3479 -2.2277 -2.4528 -0.63 -0.25 -0.71 0.0588
H -34.7551 -3.5486 -1.8253 -0.21 -0.62 -0.07 0.0556
C -26.5034 1.6702 -2.5985 0.43 0.79 -0.54 -0.0480
C -27.1102 0.5547 -1.7982 -0.56 -0.06 1.13 -0.3768
C -26.3160 0.3154 -0.5241 2.28 -0.26 0.34 -0.1838
O -26.5857 -0.9181 0.1579 -1.10 0.13 -0.35 -0.2181
C -25.8174 -1.2031 1.3159 -0.20 0.45 -0.01 -0.0869
N -28.5474 0.8200 -1.5157 0.86 -0.76 -0.21 0.1017
H -27.0217 1.8776 -3.5347 -0.65 0.02 0.24 0.0604
H -25.5023 1.4947 -2.9922 0.30 -0.41 0.60 0.0667
H -26.4739 2.5910 -2.0159 0.01 -0.05 -0.04 0.0648
H -27.0042 -0.3701 -2.3652 -0.42 -0.24 -0.20 0.1135
H -26.2256 1.1421 0.1805 -0.88 0.31 0.14 0.1271
H -25.2789 0.2422 -0.8514 0.51 -0.08 -0.31 0.0962
H -25.7345 -0.3676 2.0110 -0.10 0.40 -0.16 0.0730
H -24.8037 -1.5030 1.0504 0.21 -0.21 -0.09 0.0845
H -26.3301 -1.9762 1.8883 0.07 -0.23 -0.31 0.0707
H -28.7883 0.1340 -0.8148 -0.47 -0.47 -0.08 0.0413
H -28.6551 1.6517 -0.9528 0.16 0.78 -0.22 0.0723
C -32.2796 1.6593 -1.8427 -0.27 0.10 -0.67 -0.0534
C -31.4201 2.9135 -1.9950 -1.43 1.13 -0.13 -0.4191
C -31.8702 3.8643 -3.1640 0.99 -1.23 1.06 -0.1541
O -30.8043 4.8216 -3.4247 -1.05 -1.23 -0.25 -0.2064
C -31.0024 5.4127 -4.6774 0.32 0.98 -0.31 -0.1346
N -31.5233 3.6524 -0.7307 0.43 -0.37 -0.75 0.0625
H -33.3441 1.8488 -1.9808 -0.16 0.40 0.04 0.0759
H -32.1879 1.2467 -0.8380 0.29 -0.12 -0.19 0.0685
H -32.0333 0.9141 -2.5990 0.25 -0.22 0.11 0.0668
H -30.3950 2.6010 -2.1941 0.23 -0.05 -0.28 0.0948
H -32.8171 4.3612 -2.9529 0.08 0.23 0.34 0.1262
H -32.0575 3.2042 -4.0110 0.30 0.16 -0.63 0.1007
H -30.0905 5.9341 -4.9683 0.23 -0.17 0.02 0.0825
H -31.7593 6.1970 -4.6642 -0.40 0.02 0.24 0.0845
H -31.2822 4.7229 -5.4736 0.09 -0.39 0.05 0.0787
H -30.7493 4.3005 -0.7609 -0.11 0.76 0.28 0.0166
H -31.1863 2.9671 -0.0697 -0.23 0.11 0.69 0.0079
```
Positions in Å, forces in eV/Å.

Properties
* molecular weight: 1184.5 u
* E_HOMO: -7.712 eV
* charge: 0
* E: -4162.751330 hartree
* Kohn-Sham gap: 7.336 eV

---

No. 2
This record from OMol25 describes an isolated molecule of C9H12N4O in a non-equilibrium geometry. The level of theory is ωB97M-V with the def2-TZVPD basis set.

Geometry as XYZ:
```
26
Properties=species:S:1:pos:R:3:forces:R:3:lowdin_charge:R:1
C 0.1245 1.7372 0.0103 -0.10 -0.30 -0.15 -0.2865
C -1.3560 -2.0531 -2.9244 0.98 2.19 -0.64 -0.2852
C -0.1245 -0.5074 1.0489 0.05 0.11 -0.13 -0.0502
C -0.6733 -2.4079 -0.6051 0.25 0.36 0.11 -0.1506
C -0.8004 -0.9191 -0.2820 0.09 -0.21 0.06 -0.2555
C 0.8741 0.6913 0.7953 -0.71 0.31 0.28 -0.4683
C -0.0741 -0.0456 -1.2875 -1.18 -0.61 0.05 -0.2598
C 0.0993 3.1776 0.3701 -0.28 -0.02 0.05 -0.0136
C 1.5721 1.1418 2.0616 -0.08 -0.07 -0.19 -0.0281
N -0.4016 1.2820 -1.0596 -0.25 0.87 -0.34 0.1687
N 1.8345 0.1741 -0.1795 0.94 -0.81 0.09 0.1084
N 1.3179 -0.2954 -1.1999 0.82 -0.10 -0.50 0.0854
N -1.3773 -2.7596 -1.8356 -0.56 -1.39 0.91 0.0307
O -1.7255 -2.0812 -4.0517 -0.28 -0.63 0.30 0.0935
H -0.8639 -0.1936 1.7845 0.07 -0.07 0.06 0.1248
H 0.4658 -1.3299 1.4548 0.00 -0.01 0.10 0.1223
H 0.3889 -2.6673 -0.6989 -0.15 -0.02 0.11 0.1242
H -1.1119 -2.9974 0.2034 0.05 0.00 -0.11 0.1269
H -1.8571 -0.6401 -0.2793 0.11 0.01 -0.06 0.1469
H -0.5883 3.6947 -0.2930 -0.02 0.06 0.00 0.0846
H 1.0939 3.6065 0.2499 0.07 0.03 0.05 0.0912
H -0.2096 3.3100 1.4054 0.02 0.12 0.08 0.0830
H 0.8447 1.3264 2.8537 0.04 0.04 -0.01 0.0877
H 2.1401 2.0530 1.8832 0.06 0.01 0.05 0.0809
H 2.2606 0.3656 2.3914 0.02 -0.01 0.04 0.0849
H -1.8531 -3.6627 -1.8161 0.03 0.14 -0.22 0.1535
```
Positions in Å, forces in eV/Å.

Properties
* molecular weight: 192.2 u
* E_HOMO (spin up / spin down): -8.015 / -7.375 eV
* charge: 0
* E: -644.258276 hartree
* Kohn-Sham gap (spin up / spin down): 8.241 / 7.368 eV